Formula: C3H3AgNaO3
Source: the Open Molecules 2025 dataset
Level of theory: ωB97M-V/def2-TZVPD

```
11
Properties=species:S:1:pos:R:3:forces:R:3:mulliken_spin:R:1
C -0.08540 2.06985 -1.10542 0.2 0.1 0.0 0.00
C -1.31162 2.11404 -1.08507 0.7 -0.1 -0.2 0.00
H -0.68448 3.19596 -1.35105 -0.1 0.0 0.0 0.00
H 1.02611 2.06987 -1.13839 -1.1 0.0 0.1 0.00
H -2.39728 2.10502 -1.12624 0.3 0.1 0.1 0.00
C 0.65540 -1.84796 1.00092 -0.1 -0.1 0.2 -0.06
O 0.81677 -0.97356 1.88314 0.2 -0.2 0.0 0.13
O 1.08117 -3.04347 1.26816 0.1 0.0 0.2 0.80
Na 1.65239 -1.22492 3.92316 0.0 0.0 -0.1 0.00
O 0.10945 -1.69935 -0.11493 -0.6 0.2 -1.3 0.13
Ag -0.86250 -2.76548 -2.15429 0.5 0.1 1.0 -0.01
```
Positions in Å, forces in eV/Å.

Output
relative energy (zero: lowest compared OMol25 entry of this formula, charge and spin) = 41.03 kcal/mol
HOMO (alpha / beta) = -0.6144 / -0.6236 Ha
2S+1 = 2
lowest unoccupied orbital energy (alpha / beta) = -0.2969 / -0.2965 Ha
total charge = +2
orbital gap (alpha / beta) = 8.639 / 8.900 eV
<S²> = 0.756

Formula: C4H6N2S2
Source: the Open Molecules 2025 dataset
Level of theory: ωB97M-V/def2-TZVPD

```
14
Properties=species:S:1:pos:R:3:forces:R:3:lowdin_charge:R:1
C 1.86302 0.00934 0.03427 0.7 -2.8 -0.4 -0.58
C 0.39364 0.03744 0.01006 -1.8 0.1 -1.3 -0.47
C -0.44572 -0.69134 -1.00865 -0.3 -0.4 1.1 -0.59
C -2.31730 0.41732 1.53598 0.9 0.5 -1.7 -0.03
H 1.93779 0.28720 -2.36163 0.9 0.7 1.5 -0.12
H 2.23123 -1.04799 -0.20144 -0.7 1.2 0.9 0.07
H 2.19171 0.31916 1.02408 0.3 0.2 -0.3 0.08
H -1.56052 -0.55982 -0.81585 1.6 -0.1 -0.7 0.07
H -1.93698 -0.46565 2.15036 -0.6 1.4 -0.7 0.10
H -3.39657 0.65851 1.40210 1.0 -0.3 0.5 0.07
N -0.22203 0.79240 0.82472 1.0 0.8 0.7 0.03
N -1.51233 1.08575 0.73446 -2.2 -1.8 2.2 -0.06
S 2.62000 0.93802 -1.29526 -0.5 0.3 -1.6 0.68
S 0.15408 -1.78034 -2.03321 -0.3 0.2 -0.1 0.73
```
Positions in Å, forces in eV/Å.

Output
relative energy (zero: lowest compared OMol25 entry of this formula, charge and spin) = 76.74 kcal/mol
HOMO = -0.3287 Ha
SMILES = C=N/N=C(\C=S)CS
lowest unoccupied orbital energy = -0.0478 Ha
orbital gap = 7.643 eV

Formula: C6H9N2
Source: the Open Molecules 2025 dataset
Level of theory: ωB97M-V/def2-TZVPD

```
17
Properties=species:S:1:pos:R:3:forces:R:3:lowdin_charge:R:1
C -0.08950 0.21440 -0.06565 -1.4 -0.5 -0.1 0.01
C -3.57894 -1.35839 0.01895 -0.6 -0.7 0.3 0.15
C -2.54344 -0.77945 0.03460 2.7 0.3 0.3 -0.16
C 1.16339 0.05256 0.23506 0.1 -1.7 1.2 0.09
C -2.01694 1.51511 0.20146 2.1 1.0 -1.4 -0.01
C 3.31280 -1.03897 -0.37271 0.1 2.5 -3.2 0.02
N -1.51258 0.11186 0.11938 1.5 1.4 0.2 -0.12
N 2.42199 -0.10482 0.38132 -0.8 -0.4 -0.8 0.06
H 0.06230 1.08019 -0.66985 0.2 1.1 -1.1 0.12
H -4.42355 -1.92668 0.30123 -0.4 -0.2 -0.3 0.04
H -3.01184 1.46207 -0.08903 -1.8 0.2 -0.5 0.06
H -1.97783 1.91805 1.22648 0.5 0.0 -0.5 0.11
H -1.44636 2.15464 -0.64222 -1.3 -1.1 2.2 0.15
H 3.59456 -0.63323 -1.45696 -0.8 -0.6 2.4 0.16
H 4.20022 -1.06399 0.17440 1.4 -0.3 0.8 0.07
H 2.90830 -1.99355 -0.49844 -0.9 -1.3 0.1 0.08
H 2.93742 0.39019 1.10200 -0.5 0.3 0.2 0.18
```
Positions in Å, forces in eV/Å.

Output
relative energy (zero: lowest compared OMol25 entry of this formula, charge and spin) = 166.80 kcal/mol
HOMO = -0.4612 Ha
SMILES = C#CN(C)C=C=[NH+]C
lowest unoccupied orbital energy = -0.1630 Ha
total charge = +1
orbital gap = 8.114 eV

Formula: C14H28AlB3ClF2NaO10P
Source: the Open Molecules 2025 dataset
Level of theory: ωB97M-V/def2-TZVPD

```
61
Properties=species:S:1:pos:R:3:forces:R:3:lowdin_charge:R:1
C 0.01925 3.75922 1.47276 0.4 -0.1 0.6 -0.16
C 0.78156 2.99244 2.56445 -0.2 -0.3 -0.6 -0.14
C 0.85142 1.48492 2.27364 0.4 0.4 0.2 -0.26
O 1.70858 1.27000 1.14028 -0.1 0.3 0.7 0.07
B 0.97836 1.01198 -0.02427 -0.2 -0.2 -0.3 -0.69
O -0.37762 0.46567 0.47944 0.0 0.7 0.0 -0.29
C -0.40392 0.62175 1.95274 0.2 -0.6 0.2 -0.42
C -0.13101 -0.80113 2.52135 -0.2 -0.4 -0.4 -0.05
B -0.90217 -1.88954 1.62403 -0.1 -0.4 0.0 -0.66
O -2.18722 -2.27920 1.93297 0.5 0.2 -1.0 0.16
O -0.36580 -2.45181 0.46591 -0.7 0.0 0.9 0.14
P -2.13278 0.98086 2.71537 0.0 -0.3 -0.5 1.09
C -1.88166 2.15744 4.08192 0.1 0.5 0.0 -0.26
C -3.15067 1.88896 1.44340 -0.7 -0.6 1.4 -0.39
C -3.00915 1.15906 0.13634 -0.4 0.6 -0.9 -0.23
H -1.06011 3.88825 1.65167 0.1 -0.4 0.2 0.05
H 0.40065 4.76684 1.45617 0.1 0.3 -0.2 0.04
H 0.22904 3.30612 0.49425 -0.3 0.4 0.5 -0.01
H 1.83507 3.30965 2.51602 -0.3 -0.1 0.0 0.13
H 0.44534 3.22456 3.58375 0.0 -0.2 -0.3 0.10
H 1.31803 1.03428 3.16199 0.0 0.0 -0.3 0.16
H 0.66581 2.08871 -0.71646 0.2 -0.2 -0.1 0.12
H 1.48578 0.27443 -0.86458 -0.4 -0.1 0.2 0.11
H 0.95528 -0.97325 2.53472 -0.2 0.0 0.0 0.13
H -0.52166 -0.88380 3.54787 0.3 0.1 -0.1 0.11
H -2.66654 -1.63039 2.45247 0.0 0.1 0.5 0.05
H 0.58959 -2.52336 0.46294 0.4 0.3 -0.2 0.11
H -0.95861 1.90619 4.61851 -0.3 -0.1 0.0 0.06
H -1.79371 3.20020 3.74628 0.0 -0.3 0.1 0.04
H -2.73711 2.06578 4.76353 0.3 0.0 -0.1 0.05
H -3.04877 2.97068 1.41010 0.2 0.0 0.5 0.04
H -4.19016 1.74669 1.78917 0.4 0.1 0.0 0.10
H -2.88759 0.07383 0.28863 -0.3 0.3 -0.1 0.07
H -2.08833 1.50269 -0.37456 -0.7 -0.1 0.3 -0.04
H -3.87954 1.35662 -0.51374 0.3 -0.4 0.0 0.12
O 1.70375 -2.84119 -2.22617 -0.1 0.0 0.1 0.10
C 0.95868 -3.77524 -2.38915 0.1 0.0 -0.2 -0.53
O 1.45623 -5.01660 -2.33453 0.0 0.0 0.1 0.01
C 0.62438 -6.18899 -2.37144 0.0 -0.1 0.0 -0.22
C 0.26761 -6.59689 -3.78322 0.1 0.1 -0.1 -0.06
C -0.50496 -3.54832 -2.67642 -0.2 -0.1 0.2 0.00
H -0.25931 -6.04826 -1.74785 0.0 0.0 0.0 0.11
H 1.23173 -6.95590 -1.89477 0.0 0.0 0.0 0.13
H -0.32597 -5.83321 -4.28720 0.0 0.0 0.0 0.07
H -0.30689 -7.52316 -3.76999 0.0 0.0 0.0 0.09
H 1.17409 -6.75677 -4.36636 0.0 0.0 0.0 0.09
H -0.66823 -3.35907 -3.73731 0.2 0.0 0.0 0.10
H -0.76923 -2.65851 -2.11303 -0.1 0.0 -0.1 -0.01
H -1.16395 -4.35604 -2.37123 0.0 0.0 0.0 0.08
Na -2.47892 3.57167 -0.31557 0.8 1.1 -0.9 0.54
B 3.93545 1.38902 -2.16011 0.3 -0.3 -0.1 -0.93
O 2.69511 1.85181 -3.03486 0.7 -0.1 0.4 0.29
C 2.13399 2.87753 -2.59681 -1.0 -0.4 -0.5 -0.39
O 1.21015 3.53663 -2.89116 -0.7 0.7 -0.4 0.18
C 2.96711 3.34046 -1.16087 0.4 0.2 1.6 -0.36
O 2.58627 4.26969 -0.54064 -0.3 0.2 -0.2 0.20
O 3.88959 2.49750 -1.03886 0.0 -0.2 -0.6 0.30
F 5.05939 1.50519 -2.88123 -0.2 0.2 0.1 0.26
F 3.67266 0.19232 -1.62235 0.0 0.1 0.0 0.25
Al -1.06192 -0.00938 -1.38354 1.2 -0.8 0.2 1.02
Cl 0.08352 5.36039 -1.09438 0.2 -0.5 -0.7 0.24
```
Positions in Å, forces in eV/Å.

Output
HOMO = -0.4386 Ha
lowest unoccupied orbital energy = -0.2874 Ha
total charge = +1
orbital gap = 4.113 eV

Formula: CH44O20
Source: the Open Molecules 2025 dataset
Level of theory: ωB97M-V/def2-TZVPD

```
65
Properties=species:S:1:pos:R:3:forces:R:3:lowdin_charge:R:1
C 0.86036 -1.80017 0.56796 -0.6 -0.8 0.4 0.01
H 0.02766 -1.26270 0.12578 -0.2 0.1 0.1 0.00
H 1.14657 -1.35998 1.52054 0.6 0.5 -0.4 0.01
H 1.59299 -1.97773 -0.21262 0.4 0.4 0.3 0.02
H 0.47700 -2.76854 0.89897 -0.1 0.1 -0.5 0.01
H -2.13159 3.72202 2.69504 -0.2 0.0 -0.2 0.04
H -1.13008 2.89380 3.46544 0.0 -0.1 0.1 0.03
O -2.02479 2.86076 3.11180 0.2 0.1 0.1 -0.04
H -2.26785 -0.97968 -1.72975 -0.1 0.0 -0.6 0.00
H -3.33143 -1.65611 -0.99217 -0.6 -0.3 0.0 0.04
O -2.92331 -1.69113 -1.86857 0.3 0.5 0.6 -0.05
H -2.60991 -1.71871 1.50024 -0.5 -0.2 -0.1 0.01
H -2.14779 -1.84101 2.89871 -0.1 -0.4 0.3 0.01
O -2.47316 -2.39993 2.17836 0.2 0.6 -0.2 -0.06
H 0.04148 -1.13826 -4.78388 -0.3 -0.9 -0.1 0.05
H -0.38924 -2.26869 -3.68344 0.0 -0.1 -0.4 0.04
O 0.08983 -1.45298 -3.87707 0.4 0.8 0.6 -0.05
H -1.89227 -3.84927 1.05185 0.8 -0.3 0.1 0.04
H -0.77442 -4.36106 1.90908 0.1 0.0 0.2 0.04
O -1.02415 -4.30907 0.98510 -0.8 -0.2 -0.4 -0.09
H 4.76435 0.13290 1.39118 -0.4 0.2 0.3 0.04
H 3.54579 -0.64137 2.02925 -0.2 0.5 0.0 0.02
O 4.40608 -0.72833 1.62053 0.6 -0.6 -0.5 -0.04
H 0.15290 0.86956 -4.43429 0.0 -0.4 0.2 0.03
H 1.44137 0.50894 -3.59369 -0.3 -0.5 -0.2 0.01
O 1.05820 1.11035 -4.23473 0.4 1.1 -0.3 -0.04
H -1.89325 0.28835 2.91095 0.1 0.9 0.7 0.04
H -3.08114 0.68341 3.96802 0.8 0.6 -0.1 0.07
O -2.72964 0.07144 3.32161 -0.8 -1.2 -0.2 -0.05
H -3.54112 2.39106 -0.74971 0.6 -0.4 -0.6 0.04
H -3.07626 1.29982 -1.85370 0.4 0.4 0.2 0.03
O -3.73408 1.54818 -1.20159 -1.3 0.2 0.2 -0.06
H -0.72761 -3.69898 -0.98675 -0.2 0.0 -0.1 0.00
H -1.60202 -2.87181 -2.01244 0.0 -0.6 0.6 -0.01
O -0.89795 -3.55059 -1.92799 0.2 0.3 -0.5 -0.08
H 0.67531 -1.34975 4.77112 -0.1 -0.3 0.2 0.04
H 0.44682 -0.43084 3.61654 -0.4 -0.2 0.3 -0.02
O -0.03698 -1.05049 4.19816 0.4 0.1 -0.3 -0.07
H -1.55702 2.34401 0.34825 0.0 -0.1 -0.2 0.03
H -1.65613 3.21963 -0.94892 0.6 -0.3 0.2 0.01
O -1.91091 3.15882 -0.01274 -0.3 0.8 0.3 -0.07
H 1.77688 1.65417 2.73678 0.2 -0.1 -0.1 0.02
H 1.50239 1.55624 4.25046 0.1 0.1 0.3 0.06
O 1.42499 1.07215 3.42874 0.1 0.3 -0.5 -0.05
H 3.48624 -2.79934 -0.70175 0.1 0.0 -0.3 0.03
H 4.57221 -1.81215 -0.42675 0.1 0.1 0.2 0.01
O 4.14172 -2.25930 -1.16331 -0.1 -0.1 0.2 -0.06
H 2.73809 2.51512 0.11319 -0.3 0.5 0.3 0.00
H 2.14142 3.48019 1.20605 0.0 0.2 -0.4 0.04
O 2.74190 2.74671 1.06395 0.2 -0.6 0.6 -0.07
H 2.88873 2.71186 -2.34917 0.1 0.4 0.2 0.09
H 2.27476 1.50696 -1.80877 0.0 0.0 0.3 0.04
O 2.34263 2.45271 -1.59314 0.1 -0.3 -0.6 -0.06
H -3.58575 0.22715 1.73371 -0.3 0.1 -0.3 -0.01
H -3.89793 0.60644 0.17961 0.1 -0.5 0.5 0.00
O -3.90107 -0.09940 0.87337 0.2 -0.2 -0.4 -0.09
H -0.67287 0.23096 -0.96864 -0.4 0.2 0.5 0.05
H -0.46013 0.26934 -2.40326 -0.5 -0.1 -0.5 0.03
O -1.16727 0.45719 -1.76628 1.0 -0.4 0.1 -0.04
H 4.46157 0.44072 -1.64682 0.0 -0.8 -0.2 0.05
H 3.88167 -0.49032 -2.82983 0.5 -0.6 0.6 0.04
O 3.94226 0.38660 -2.45365 -0.6 1.3 -0.5 -0.04
H -0.17266 2.81128 -3.17475 -0.1 -0.1 -0.1 0.03
H 0.64861 3.22262 -1.99317 0.0 -0.1 0.2 0.01
O -0.27104 3.16626 -2.28706 0.0 0.4 -0.2 -0.06
```
Positions in Å, forces in eV/Å.

Output
relative energy (zero: lowest compared OMol25 entry of this formula, charge and spin) = 10.06 kcal/mol
HOMO = -0.3845 Ha
lowest unoccupied orbital energy = -0.0198 Ha
orbital gap = 9.923 eV

Formula: C15H17N3O4S
Source: the Open Molecules 2025 dataset
Level of theory: ωB97M-V/def2-TZVPD

```
40
Properties=species:S:1:pos:R:3:forces:R:3:lowdin_charge:R:1
C -6.50307 -0.02493 -1.93723 -1.6 6.8 -0.4 -0.09
C -5.79090 0.30432 -0.67837 -3.6 0.8 -0.3 -0.35
H -5.77780 1.48628 -0.52634 0.4 -2.6 -0.1 0.17
H -6.44306 -0.18969 0.11847 1.2 1.0 -0.4 0.14
O -4.57420 -0.34211 -0.80830 1.1 2.1 5.2 -0.05
C -3.95761 -0.00697 0.51174 0.3 0.6 1.1 -0.25
O -4.45100 0.53980 1.57786 1.9 -2.9 -6.2 0.05
C -2.54044 -0.42528 0.27188 1.1 -0.9 3.8 -0.06
C -1.73927 -0.24205 1.40112 2.3 -2.9 -4.6 0.07
C -0.35046 -0.78419 1.47840 -4.5 6.7 7.5 -0.02
C 0.03397 -1.20040 0.37925 4.4 -6.5 -6.8 -0.19
C -0.84249 -1.48336 -0.84838 15.4 -4.6 -0.4 -0.04
C -2.01067 -1.29015 -0.84372 -10.6 6.1 5.5 -0.07
H -2.65236 -1.15873 -1.54999 -3.6 -0.9 -5.0 0.07
H -0.36861 -2.10494 -1.74897 -0.6 1.6 2.0 0.17
N 1.32499 -1.92928 0.39885 1.7 -2.3 -5.1 0.08
C 2.45326 -1.92747 1.20763 -3.0 5.8 3.3 -0.44
O 2.32258 -1.29809 2.32352 1.5 -2.8 -2.9 -0.02
C 3.83277 -2.27042 0.59229 -9.2 -6.7 2.7 -0.51
H 3.68226 -3.41177 0.91670 1.2 1.7 -1.5 0.18
H 4.50801 -1.96011 1.13790 6.5 3.4 5.6 0.00
S 3.91064 -2.03614 -0.97353 1.5 -1.6 -8.5 1.08
C 3.77180 -0.30486 -1.14679 0.6 -9.9 -3.3 -0.91
N 3.56913 0.35309 -2.09197 -0.5 1.7 -14.1 -0.02
N 3.43998 1.73973 -2.08021 1.2 -4.4 10.8 0.24
C 3.55742 1.58265 -0.55874 -1.5 -0.6 -5.6 -0.18
C 3.32753 2.51340 0.37939 0.5 9.4 2.1 -0.22
H 2.57812 2.61074 1.07716 -2.5 -1.6 1.3 0.09
C 4.54998 2.95210 1.22377 0.1 5.7 -8.7 -0.04
H 4.53204 3.79263 1.85554 -0.8 1.1 0.5 0.06
H 4.94815 2.23499 1.64640 3.7 -7.2 4.5 -0.04
H 5.38334 3.20439 0.27329 -1.9 -0.4 3.0 0.17
H 3.03236 3.60135 -0.18306 0.8 -3.1 0.8 0.20
O 3.66926 0.17898 -0.08891 -0.2 10.9 10.1 0.14
H 1.57778 -2.42993 -0.59807 -1.0 1.8 3.1 0.15
H 0.29260 -0.39666 2.37998 -1.2 -1.7 -1.9 0.16
H -2.05067 0.25424 2.18827 -1.9 2.4 3.7 0.06
H -7.58090 0.35050 -1.79169 1.4 0.0 -0.6 0.11
H -6.00391 0.49066 -2.80288 -0.7 -0.7 0.6 0.10
H -6.66054 -0.97234 -2.08230 -0.1 -5.6 -0.9 0.01
```
Positions in Å, forces in eV/Å.

Output
relative energy (zero: lowest compared OMol25 entry of this formula, charge and spin) = 388.21 kcal/mol
HOMO = -0.3267 Ha
lowest unoccupied orbital energy = -0.0080 Ha
orbital gap = 8.673 eV